{
  "formula": "C3H8NO2",
  "method": "ωB97M-V with the def2-TZVPD basis set",
  "de_lowest_ev": 1.1567,
  "lumo_energy_ev": [-9.7100, -14.6903],
  "charge": 2,
  "multiplicity": 2,
  "gap_ev": [11.15, 6.17],
  "largest_force_ev_per_a": 1.39,
  "symbols": ["O", "C", "O", "H", "H", "C", "C", "N", "H", "H", "H", "H", "H", "H"],
  "positions_angstrom": [[0.771, 1.643, -0.169], [0.674, 2.881, -0.044], [-0.442, 3.475, 0.000], [1.604, 3.489, -0.105], [-0.331, 4.447, -0.103], [-1.194, -1.946, -0.543], [0.769, -1.839, 0.855], [-0.021, -1.230, 0.065], [-0.828, -2.844, -1.032], [-1.861, -2.204, 0.274], [-1.651, -1.274, -1.260], [0.676, -2.909, 1.013], [1.556, -1.340, 1.407], [0.279, -0.348, -0.358]]
}


{
  "formula": "C4H16N2O2",
  "method": "ωB97M-V with the def2-TZVPD basis set",
  "de_lowest_ev": 9.8355,
  "lumo_energy_ev": -4.6404,
  "gap_ev": 3.83,
  "largest_force_ev_per_a": 4.65,
  "symbols": ["C", "N", "C", "C", "N", "C", "H", "H", "H", "H", "H", "H", "H", "H", "H", "H", "H", "H", "H", "H", "O", "H", "H", "O"],
  "positions_angstrom": [[-2.608, 0.551, 0.563], [-1.614, 1.665, 0.541], [0.151, -1.677, -1.201], [1.538, -1.133, -0.740], [1.304, 0.321, -0.283], [2.002, 0.716, 0.932], [-2.293, -0.443, 0.263], [-3.001, 0.425, 1.544], [-3.400, 0.843, -0.076], [-0.764, 1.291, 1.026], [0.075, -2.611, -1.798], [-0.490, -1.791, -0.332], [2.340, -1.278, -1.464], [1.857, -1.751, 0.158], [1.063, 0.938, -1.018], [1.957, -0.165, 1.639], [1.599, 1.475, 1.433], [3.088, 0.929, 0.806], [-1.199, 1.921, -2.471], [-1.088, 1.749, -0.392], [-0.603, 1.516, -1.872], [-0.177, -0.754, -1.647], [0.097, -1.485, 2.653], [0.167, -1.254, 1.738]]
}


{
  "formula": "C5H6O",
  "method": "ωB97M-V with the def2-TZVPD basis set",
  "de_lowest_ev": 0.1948,
  "lumo_energy_ev": 1.0150,
  "gap_ev": 10.61,
  "smiles": "O=C1CC=CC1",
  "largest_force_ev_per_a": 0.49,
  "symbols": ["O", "C", "C", "C", "C", "C", "H", "H", "H", "H", "H", "H"],
  "positions_angstrom": [[2.108, 0.251, 1.086], [1.072, 0.122, 0.482], [0.191, 1.260, -0.042], [-1.098, 0.556, -0.371], [-0.991, -0.770, -0.274], [0.393, -1.206, 0.129], [0.678, 1.705, -0.921], [0.093, 2.057, 0.703], [-2.009, 1.087, -0.629], [-1.801, -1.474, -0.437], [0.419, -1.906, 0.970], [0.944, -1.680, -0.696]]
}


{
  "formula": "C6H10O",
  "method": "ωB97M-V with the def2-TZVPD basis set",
  "de_lowest_ev": 1.1681,
  "lumo_energy_ev": 1.1109,
  "gap_ev": 9.88,
  "smiles": "C=CCOC(=C)C",
  "largest_force_ev_per_a": 0.25,
  "symbols": ["C", "C", "O", "C", "C", "C", "C", "H", "H", "H", "H", "H", "H", "H", "H", "H", "H"],
  "positions_angstrom": [[2.509, 0.433, 0.031], [1.056, 0.579, -0.309], [0.545, -0.644, -0.617], [-0.854, -0.762, -0.856], [-1.693, -0.489, 0.368], [-2.156, -1.446, 1.162], [0.400, 1.744, -0.307], [3.057, -0.002, -0.812], [2.617, -0.248, 0.881], [2.952, 1.397, 0.285], [-0.650, 1.841, -0.550], [-1.139, -0.103, -1.689], [-0.982, -1.798, -1.184], [-1.889, 0.550, 0.623], [-1.975, -2.501, 0.963], [-2.731, -1.197, 2.050], [0.933, 2.646, -0.039]]
}


{
  "formula": "C14H31Cl8N",
  "method": "ωB97M-V with the def2-TZVPD basis set",
  "de_lowest_ev": 1.5202,
  "lumo_energy_ev": 0.2655,
  "gap_ev": 8.50,
  "smiles": "CCN(CC)CC.ClCCCl.ClCCCl.ClCCCl.ClCCCl",
  "largest_force_ev_per_a": 8.71,
  "symbols": ["Cl", "C", "C", "Cl", "H", "H", "H", "H", "Cl", "C", "C", "Cl", "H", "H", "H", "H", "Cl", "C", "C", "Cl", "H", "H", "H", "H", "Cl", "C", "C", "Cl", "H", "H", "H", "H", "C", "C", "N", "C", "C", "C", "C", "H", "H", "H", "H", "H", "H", "H", "H", "H", "H", "H", "H", "H", "H", "H"],
  "positions_angstrom": [[1.436, 0.367, -2.542], [0.511, -0.709, -1.384], [-0.740, 0.066, -0.952], [-1.891, 0.404, -2.344], [1.296, -0.628, -0.601], [0.449, -1.807, -1.847], [-0.591, 0.958, -0.324], [-1.103, -0.389, -0.108], [4.970, -4.760, -1.596], [3.606, -3.555, -1.108], [4.081, -2.172, -1.730], [3.432, -1.973, -3.287], [3.475, -3.563, -0.106], [2.597, -3.839, -1.430], [5.084, -2.096, -1.856], [3.751, -1.400, -0.770], [0.211, -4.886, -5.463], [0.615, -3.371, -4.682], [-0.572, -2.363, -4.737], [-2.019, -2.808, -3.934], [1.246, -2.978, -5.446], [0.933, -3.512, -3.666], [-0.811, -2.361, -5.720], [-0.334, -1.342, -4.412], [2.398, 0.585, 1.428], [3.513, -0.143, 2.629], [2.703, -1.276, 3.305], [1.935, -2.382, 2.101], [3.693, 0.566, 3.366], [4.440, -0.392, 2.292], [2.013, -0.917, 3.972], [3.153, -1.846, 4.038], [-2.430, 0.548, 3.343], [-3.199, 1.453, 2.354], [-2.322, 2.318, 1.439], [-2.906, 2.792, 0.271], [-4.161, 3.276, 0.191], [-1.603, 3.268, 2.360], [-0.211, 3.640, 1.754], [-3.143, -0.175, 3.640], [-1.984, 0.942, 4.265], [-1.875, 0.073, 2.599], [-4.104, 2.055, 2.927], [-3.775, 0.624, 1.753], [-2.867, 2.063, -0.448], [-2.173, 3.163, -0.241], [-4.965, 2.901, 1.027], [-4.671, 2.971, -0.765], [-4.010, 4.254, 0.051], [-1.452, 3.026, 3.396], [-2.270, 4.201, 2.127], [0.501, 2.834, 1.633], [0.537, 4.218, 2.447], [-0.422, 4.064, 0.806]]
}


{
  "formula": "C31H39Cl2IN10O3Zr",
  "method": "ωB97M-V with the def2-TZVPD basis set",
  "de_lowest_ev": 22.8090,
  "lumo_energy_ev": -0.2964,
  "gap_ev": 5.23,
  "largest_force_ev_per_a": 19.52,
  "symbols": ["Zr", "N", "C", "N", "C", "N", "N", "C", "C", "C", "C", "C", "C", "N", "C", "C", "C", "C", "C", "C", "H", "H", "H", "H", "H", "H", "H", "H", "H", "H", "H", "N", "C", "C", "C", "C", "N", "C", "N", "N", "C", "O", "O", "H", "H", "H", "H", "H", "H", "H", "H", "H", "H", "H", "H", "H", "H", "Cl", "C", "C", "C", "C", "C", "Cl", "C", "N", "H", "H", "H", "I", "C", "H", "H", "C", "C", "C", "C", "O", "H", "H", "H", "H", "H", "H", "H", "H", "H"],
  "positions_angstrom": [[-1.194, -0.242, 0.175], [1.865, 0.196, 3.545], [1.104, -0.502, 2.528], [0.221, 0.350, 1.750], [-0.093, 1.564, 2.193], [-1.118, 2.280, 1.742], [-2.050, 1.646, 0.998], [-2.996, 2.411, 0.568], [-4.277, 1.920, 0.071], [-5.067, 2.721, -0.753], [-6.309, 2.259, -1.150], [-6.736, 1.023, -0.694], [-5.881, 0.296, 0.122], [-4.681, 0.714, 0.491], [0.737, 2.260, 3.192], [0.604, 3.620, 3.462], [1.446, 4.246, 4.362], [2.425, 3.505, 5.016], [2.571, 2.155, 4.764], [1.736, 1.523, 3.836], [2.529, -0.357, 4.060], [0.474, -1.264, 3.015], [-2.890, 3.484, 0.714], [-4.697, 3.683, -1.081], [-6.935, 2.856, -1.800], [-7.710, 0.636, -0.959], [-6.174, -0.680, 0.497], [-0.173, 4.164, 2.944], [1.346, 5.306, 4.554], [3.082, 3.989, 5.727], [3.329, 1.575, 5.276], [1.081, 2.645, -0.516], [1.838, 1.554, -1.120], [2.242, 1.969, -2.553], [3.274, 1.096, -3.270], [4.507, 0.754, -2.431], [4.262, -0.490, -1.731], [5.175, -1.085, -1.064], [6.457, -0.630, -0.879], [4.880, -2.285, -0.459], [0.869, 0.286, -1.397], [1.614, -0.827, -1.337], [-0.988, 1.679, -1.544], [1.117, 3.480, -1.088], [1.447, 2.888, 0.396], [2.699, 1.285, -0.504], [2.637, 2.993, -2.521], [1.331, 1.987, -3.155], [3.586, 1.626, -4.172], [2.823, 0.153, -3.587], [4.728, 1.575, -1.732], [5.376, 0.645, -3.093], [2.597, -0.688, -1.451], [6.616, 0.352, -1.026], [7.006, -1.047, -0.147], [4.074, -2.752, -0.842], [5.654, -2.900, -0.270], [-0.469, 0.474, -1.692], [-0.816, -0.498, -2.584], [-0.693, -1.377, -3.645], [-1.479, -2.330, -4.210], [-2.808, -2.689, -3.862], [-3.591, -2.158, -2.868], [-5.223, -2.738, -2.627], [-3.226, -1.148, -1.951], [-3.034, -0.274, -1.214], [0.303, -1.214, -4.082], [-1.059, -2.866, -5.051], [-3.259, -3.465, -4.469], [3.047, -2.839, 2.565], [2.068, -1.208, 1.582], [1.540, -1.617, 0.727], [2.841, -0.526, 1.235], [-3.255, -3.256, 0.767], [-1.821, -2.815, 1.127], [-0.868, -3.043, -0.057], [-1.347, -3.651, 2.318], [-1.829, -1.442, 1.473], [-3.417, -4.308, 1.004], [-3.469, -3.104, -0.289], [-3.945, -2.645, 1.350], [-1.180, -3.909, -0.639], [0.146, -3.229, 0.305], [-0.848, -2.167, -0.728], [-1.299, -4.707, 2.051], [-2.040, -3.522, 3.150], [-0.356, -3.328, 2.643]]
}


{
  "formula": "C12H32BrN2O4",
  "method": "ωB97M-V with the def2-TZVPD basis set",
  "de_lowest_ev": 0.7426,
  "lumo_energy_ev": -2.3589,
  "charge": 1,
  "gap_ev": 8.10,
  "largest_force_ev_per_a": 1.19,
  "symbols": ["Br", "C", "O", "C", "C", "N", "H", "H", "C", "C", "O", "C", "H", "H", "H", "H", "H", "H", "H", "H", "H", "H", "H", "H", "H", "H", "C", "O", "C", "C", "N", "H", "H", "C", "C", "O", "C", "H", "H", "H", "H", "H", "H", "H", "H", "H", "H", "H", "H", "H", "H"],
  "positions_angstrom": [[-1.139, -1.397, -0.109], [1.507, -0.535, -6.374], [1.315, -0.068, -5.057], [-0.031, -0.066, -4.662], [-0.044, 0.099, -3.174], [0.553, 1.429, -2.827], [1.332, 1.610, -3.472], [-0.194, 2.114, -2.934], [0.946, 1.542, -1.383], [2.371, 1.061, -1.222], [3.203, 1.523, -2.253], [3.591, 2.888, -2.109], [1.053, -1.522, -6.528], [2.574, -0.647, -6.543], [1.061, 0.138, -7.114], [-0.541, -0.999, -4.927], [-0.584, 0.746, -5.163], [0.601, -0.664, -2.735], [-1.012, -0.029, -2.694], [0.194, 0.980, -0.830], [0.849, 2.597, -1.124], [2.404, -0.030, -1.204], [2.744, 1.366, -0.235], [4.267, 3.010, -1.259], [2.717, 3.538, -2.034], [4.164, 3.150, -2.996], [1.905, -1.050, 1.937], [1.693, -0.842, 3.330], [0.716, -1.726, 3.865], [-0.681, -1.396, 3.392], [-0.993, 0.035, 3.607], [-1.015, 0.291, 4.599], [-0.155, 0.540, 3.290], [-2.196, 0.592, 2.893], [-3.524, 0.008, 3.349], [-3.545, -1.374, 3.203], [-4.624, -1.989, 3.882], [1.150, -0.531, 1.338], [1.858, -2.107, 1.669], [2.892, -0.675, 1.661], [0.845, -1.657, 4.950], [0.907, -2.766, 3.586], [-1.433, -2.056, 3.803], [-0.709, -1.532, 2.301], [-2.014, 0.378, 1.838], [-2.211, 1.652, 3.143], [-4.296, 0.530, 2.768], [-3.700, 0.301, 4.400], [-4.642, -1.725, 4.946], [-4.537, -3.061, 3.743], [-5.592, -1.674, 3.472]]
}


{
  "formula": "C3H6BrClIN",
  "method": "ωB97M-V with the def2-TZVPD basis set",
  "de_lowest_ev": 1.2487,
  "lumo_energy_ev": -1.4686,
  "gap_ev": 6.18,
  "largest_force_ev_per_a": 4.24,
  "symbols": ["C", "C", "C", "N", "Cl", "Br", "I", "H", "H", "H", "H", "H", "H"],
  "positions_angstrom": [[-0.739, 0.794, 0.700], [0.486, -0.357, -0.964], [-1.749, -0.176, -1.298], [-0.711, 0.286, -0.631], [-3.296, 0.452, -0.997], [-1.124, -3.183, 0.181], [-1.490, -1.336, -3.021], [0.086, 1.468, 0.837], [-1.705, 1.358, 0.574], [-0.845, 0.178, 1.592], [0.538, -1.534, -0.787], [0.650, -0.077, -1.997], [1.244, 0.067, -0.336]]
}